# 1
ORCA calculation (wB97M-V/def2-TZVPD) on a single C9H14N2O2S2 molecule at a distorted geometry.

ORCA input file:
```
! wB97M-V def2-TZVPD RIJCOSX def2/J DEFGRID3
* xyz 0 1
C -0.7113 0.9856 2.6313
C -0.8018 1.2811 1.1574
C -0.5258 0.2963 0.2874
O -0.1883 -0.9637 0.6104
C 0.8572 -1.6644 -0.0892
C 2.0561 -0.8136 -0.3414
C 1.1723 -2.7404 0.9734
C 0.2150 -2.4099 -1.3408
O -0.4746 0.3679 -1.1456
C -0.7740 1.3217 -2.1014
S -0.4416 0.8726 -3.6230
N -1.4711 2.4422 -1.6508
C -1.5948 3.1135 -0.4685
S -2.1960 4.6264 -0.5412
N -1.2448 2.5471 0.7242
H -1.6584 1.2606 3.0365
H 0.0553 1.7569 2.9881
H -0.3706 -0.1003 2.6648
H 2.7694 -1.3651 -0.9977
H 1.7902 0.0774 -0.8682
H 2.5064 -0.4090 0.6299
H 0.3331 -3.2906 1.1449
H 1.4366 -2.1785 1.8900
H 1.9767 -3.3365 0.5494
H -0.2706 -3.2918 -1.0795
H -0.4510 -1.8599 -1.9857
H 1.1262 -2.5827 -2.0958
H -1.8877 2.9060 -2.4262
H -1.2319 3.1513 1.4676
*
```

Orbital gap (Eh): 0.2808
SMILES: CC1=C(OC(C)(C)C)OC(=S)NC(=S)N1
HOMO level (eV): -8.161
E (Ha): -1407.6379

# 2
ORCA calculation (wB97M-V/def2-TZVPD) on 4 unconnected molecules or ions with the total composition C5H17NO4S at a distorted geometry.

ORCA input file:
```
! wB97M-V def2-TZVPD RIJCOSX def2/J DEFGRID3
* xyz 0 1
O -1.7539 -3.5978 0.2586
C -1.4567 -2.8064 -0.6091
C -0.1921 -2.0649 -0.6949
N -0.5334 -0.6700 -0.1425
C -0.9549 0.2256 -1.2165
C -1.4010 1.5738 -0.6109
C -0.3340 2.7310 -0.7733
S 0.2184 3.2158 -2.4762
H -2.1715 -2.6687 -1.3837
H 0.5353 -2.4680 -0.0809
H 0.3983 -2.1912 -1.6209
H 0.3129 -0.1538 0.1691
H -0.1330 0.4312 -2.0259
H -1.6936 -0.0806 -2.0356
H -2.3251 1.8785 -1.2545
H -1.8626 1.4470 0.2523
H -0.7509 3.5664 -0.2671
H 0.6597 2.5163 -0.3174
H 1.5544 3.0814 -2.1562
O 1.7866 -2.3210 1.6161
H 2.2013 -1.8671 0.7467
H 1.3379 -1.5081 1.9432
O -1.0090 0.6235 3.4493
H -1.5327 1.3517 3.4031
H -1.1618 -0.1737 3.1685
O 2.9620 -0.1518 0.7342
H 3.8130 -0.2288 0.3278
H 3.4864 0.3097 1.5967
*
```

Orbital gap (Eh): 0.3289
SMILES: O=CCNCCCS.O.O.O
HOMO level (eV): -9.108
E (Ha): -954.4455

# 3
ORCA calculation (wB97M-V/def2-TZVPD) on a molecular structure, C35H33F6N3O5P2S2Ti at a distorted geometry.

ORCA input file:
```
! wB97M-V def2-TZVPD RIJCOSX def2/J DEFGRID3
* xyz 1 2
Ti -1.1352 0.4851 -1.3410
C 1.5434 -1.5046 0.4539
C 1.3760 -0.7511 1.7963
P -0.0810 0.4460 1.8149
C 0.6960 1.7922 2.7517
C 0.4652 3.1002 2.3075
C 1.2780 4.1229 2.6835
C 2.1984 3.9735 3.7292
C 2.1927 2.7475 4.3735
C 1.4893 1.6535 3.8947
C -1.2368 -0.2308 3.0743
C -1.4892 -1.6152 3.1596
C -1.8828 -2.2526 4.3248
C -2.0396 -1.4537 5.5082
C -2.0700 -0.0675 5.3269
C -1.6815 0.5573 4.1598
P 1.4442 -0.2774 -0.9744
C 1.8266 -1.3551 -2.3857
C 2.4694 -0.8292 -3.5207
C 2.9012 -1.6510 -4.5650
C 2.5803 -3.0546 -4.5151
C 1.8261 -3.5623 -3.4532
C 1.4479 -2.7186 -2.3965
C 3.1377 0.4848 -0.8300
C 3.2791 1.8834 -0.7924
C 4.5614 2.4461 -0.8930
C 5.6673 1.6173 -0.8588
C 5.5424 0.2300 -0.7397
C 4.2602 -0.3133 -0.8087
H 0.7481 -2.2421 0.3462
H 2.4986 -2.0642 0.3650
H 2.2630 -0.1721 1.9748
H 1.3068 -1.4567 2.6489
H -0.2680 3.2700 1.4635
H 1.1871 5.0488 2.1356
H 2.8617 4.7608 4.0343
H 2.9317 2.6027 5.1470
H 1.5046 0.6676 4.3694
H -1.2902 -2.2139 2.2693
H -1.9319 -3.3331 4.2980
H -2.2160 -1.8749 6.5106
H -2.3211 0.5515 6.1836
H -1.6856 1.6596 4.0885
H 2.6873 0.2437 -3.6037
H 3.4777 -1.1910 -5.3712
H 2.9001 -3.6914 -5.3387
H 1.5593 -4.6173 -3.4814
H 0.8891 -3.1084 -1.5332
H 2.4545 2.5306 -0.7025
H 4.6419 3.5173 -0.9585
H 6.6343 2.0976 -0.8799
H 6.3638 -0.4682 -0.6870
H 4.1792 -1.3835 -0.9877
N -4.9144 -5.1081 1.5746
C -4.2750 -4.9042 0.3990
O -4.5618 -5.6069 -0.6150
C -3.3876 -3.7240 0.2839
C -3.4743 -2.5114 1.0127
C -2.9341 -1.3560 0.4410
N -2.0883 -1.4447 -0.6625
C -1.8055 -2.6635 -1.1687
C -2.4236 -3.8098 -0.7241
H -5.3725 -5.9936 1.6620
H -4.5378 -4.7897 2.4502
H -4.0749 -2.4463 1.9942
H -3.1325 -0.3583 0.8354
H -1.0625 -2.5796 -1.9899
H -2.3018 -4.8208 -1.1061
F -4.5165 4.5202 -2.5335
C -4.6810 3.1479 -2.4317
F -5.5838 2.9002 -1.4515
F -5.1283 2.6697 -3.6003
S -3.0228 2.5848 -1.5088
O -3.1211 1.1015 -1.3502
O -3.2138 3.3972 -0.3517
N -1.3246 2.4965 -1.7370
S -0.4042 3.8728 -1.8002
O -1.2723 5.0391 -1.9479
O 0.5727 3.7341 -0.7754
C 0.6960 3.4568 -3.2793
F 1.5846 2.5232 -2.9735
F 0.0592 3.0858 -4.3768
F 1.3432 4.6279 -3.5825
C -0.8971 0.0735 -3.2638
H -1.8859 0.2558 -3.7470
H -0.6642 -1.0179 -3.3798
H -0.1361 0.6116 -3.8713
*
```

Orbital gap (spin up / spin down) (Eh): 0.2636 / 0.2591
HOMO level (spin up / spin down) (eV): -11.100 / -11.108
E (Ha): -4821.4571

# 4
ORCA calculation (wB97M-V/def2-TZVPD) on 9 unconnected molecules or ions with the total composition C6H29NO9 at a distorted geometry.

ORCA input file:
```
! wB97M-V def2-TZVPD RIJCOSX def2/J DEFGRID3
* xyz 0 1
C -0.6148 0.6235 2.7816
N -1.3770 0.0367 1.5978
C -0.3875 -0.7566 0.8499
C 0.3001 -0.1475 -0.3474
O -0.1957 0.7599 -0.9774
C -0.9449 -2.1760 0.4898
C -1.0955 -3.2335 1.6267
C -2.3383 -2.0126 -0.1707
H 0.0308 -0.1841 3.2176
H -1.4535 0.8847 3.4576
H -0.0366 1.5302 2.6366
H -1.7176 0.7966 0.9976
H 0.4792 -0.9273 1.5520
H 1.2461 -0.5507 -0.6041
H -0.0340 -2.6517 -0.0102
H -0.1002 -3.6422 1.8645
H -1.5771 -4.1281 1.2818
H -1.6230 -2.7966 2.4599
H -2.3690 -1.0192 -0.6747
H -2.6317 -2.6302 -1.0471
H -3.1793 -1.9359 0.4611
O -0.7668 1.6513 -4.0878
H -1.4971 1.8863 -4.6666
H -0.5665 2.5090 -3.6644
O -1.5562 -1.7216 -3.4412
H -1.0841 -1.0393 -3.9277
H -0.9709 -2.4775 -3.5605
O 2.4925 1.2719 -0.7438
H 2.9278 1.2505 -1.6038
H 2.1855 2.2181 -0.7671
O -0.8358 3.3964 -1.9272
H -1.1024 3.0350 -1.0683
H -0.1889 2.7109 -2.1513
O -2.9752 1.6499 -0.4778
H -2.3107 1.3764 -1.1755
H -3.3480 0.8706 -0.0632
O 4.2163 -2.3647 0.6293
H 4.1625 -1.6914 1.3094
H 3.4717 -2.9542 0.7655
O 1.7926 3.8098 1.7566
H 2.3455 2.9732 1.9251
H 2.5510 4.1901 1.2953
O 3.3300 0.5983 1.6857
H 3.1145 0.7226 0.7190
H 4.2321 0.2890 1.7973
*
```

Orbital gap (Eh): 0.3304
SMILES: CN[C@H](C=O)C(C)C.O.O.O.O.O.O.O.O
HOMO level (eV): -9.105
E (Ha): -977.8295

# 5
ORCA calculation (wB97M-V/def2-TZVPD) on a molecular structure, C3H4O2 at a distorted geometry.

ORCA input file:
```
! wB97M-V def2-TZVPD RIJCOSX def2/J DEFGRID3
* xyz 0 1
C -0.6713 -1.0159 0.1580
C 0.2127 -0.2274 -0.6406
O 0.9859 -0.4846 -1.5402
C 0.4104 1.2235 0.0884
O -0.3880 1.8002 0.7816
H 0.4195 -0.4056 0.7350
H -0.9882 -2.0362 -0.1418
H -1.3552 -0.4891 0.8127
H 1.3742 1.6351 -0.2532
*
```

Orbital gap (Eh): 0.3363
HOMO level (eV): -9.599
E (Ha): -267.0648

# 6
ORCA calculation (wB97M-V/def2-TZVPD) on 2 unconnected molecules or ions with the total composition C4H14N2 at a distorted geometry.

ORCA input file:
```
! wB97M-V def2-TZVPD RIJCOSX def2/J DEFGRID3
* xyz 0 1
C -2.0822 0.3920 -0.6034
C -2.0178 -0.5737 0.6061
N -0.8673 -1.4854 0.8679
H -1.5935 0.1395 -1.5243
H -1.9159 1.4515 -0.4495
H -3.2041 0.3719 -0.7838
H -2.8704 -1.2231 0.4231
H -2.1553 -0.0432 1.5544
H -0.5679 -1.3597 1.8242
H -0.0117 -1.2419 0.2988
C 2.2583 -0.1281 0.8048
N 1.3348 -0.3404 -0.3978
C 1.1044 1.0143 -1.0460
H 1.7247 0.2407 1.7132
H 2.9906 0.6257 0.5429
H 2.7512 -1.0898 0.8708
H 1.8401 -0.8179 -1.1320
H 0.4858 0.9516 -1.9349
H 0.7464 1.6717 -0.2627
H 2.0498 1.4444 -1.3717
*
```

Orbital gap (Eh): 0.3340
SMILES: CCN.CNC
HOMO level (eV): -8.168
E (Ha): -270.2417

# 7
ORCA calculation (wB97M-V/def2-TZVPD) on a gas-phase ion, C6H10FN2O4 (charge -1) at a distorted geometry.

ORCA input file:
```
! wB97M-V def2-TZVPD RIJCOSX def2/J DEFGRID3
* xyz -1 1
C -0.2084 -2.0460 0.7529
C -1.0433 -1.4008 -0.3330
F -2.1558 -0.7660 0.2625
C -0.3094 -0.4208 -1.2246
C 0.5404 0.6784 -0.5857
N 0.9029 1.6019 -1.6875
C -0.2449 1.5757 0.3695
O -0.4152 1.0160 1.6872
N -1.6606 1.2989 2.1583
O -1.8276 0.8449 3.2349
C 1.8907 0.1096 0.0074
O 2.2760 0.6410 1.0589
O 2.3797 -0.8454 -0.6512
H -0.0098 -1.3398 1.5591
H -0.7221 -2.9158 1.1688
H 0.7527 -2.3442 0.3297
H -1.4689 -2.1797 -0.9747
H 0.3756 -1.0205 -1.8318
H -1.0409 0.0504 -1.8939
H 1.7051 2.1463 -1.3831
H 1.2453 1.0242 -2.4493
H -1.2413 1.7642 -0.0366
H 0.2799 2.5275 0.4624
*
```

Orbital gap (Eh): 0.3027
SMILES: C[C@@H](F)C[C@@](N)(CON=O)C(=O)[O-]
HOMO level (eV): -4.473
E (Ha): -744.9616

# 8
ORCA calculation (wB97M-V/def2-TZVPD) on a molecular structure, C17H12BeN2O2S5 at a distorted geometry.

ORCA input file:
```
! wB97M-V def2-TZVPD RIJCOSX def2/J DEFGRID3
* xyz -2 1
Be 0.0719 -0.1513 0.3899
S -2.7037 4.1330 -5.5804
C -2.4576 3.1101 -4.3082
S -3.0547 1.4908 -4.2298
C -2.3761 0.9997 -2.6971
C -1.9852 2.1495 -1.8240
S -0.2294 3.2341 -0.0654
S -1.5699 3.5918 -2.8720
S -2.5117 -0.5716 -2.1730
C 4.7696 -1.5764 -1.9286
C 4.7562 -2.1647 -0.6704
C 3.6796 -2.0117 0.1763
C 2.5612 -1.2452 -0.2157
C 2.5837 -0.6691 -1.5002
C 3.6641 -0.8346 -2.3347
N 1.4704 -1.0392 0.5696
N 1.4787 -1.6139 1.7839
C 0.3607 -1.3573 2.4917
C 0.2147 -1.9001 3.7835
C -0.9316 -1.6615 4.5059
C -1.9458 -0.8828 3.9632
C -1.7935 -0.3424 2.6908
C -0.6641 -0.5471 1.9173
H 5.6266 -1.6873 -2.5817
H 5.6113 -2.7522 -0.3510
H 3.6722 -2.4744 1.1530
H 1.7248 -0.0947 -1.8132
H 3.6568 -0.3829 -3.3191
H 1.0067 -2.5084 4.2004
H -1.0534 -2.0921 5.4958
H -2.8538 -0.7062 4.5273
H -2.6084 0.2525 2.2920
C -3.4124 1.8864 0.0886
O -3.1208 2.6041 -1.0876
C -0.7921 1.9153 -0.8919
O -0.3214 0.7625 -0.7564
H -4.4152 2.2016 0.3768
H -2.6998 2.1298 0.8844
H -3.4085 0.8056 -0.0899
*
```

Orbital gap (spin up / spin down) (Eh): 0.2203 / 0.1732
HOMO level (spin up / spin down) (eV): -1.364 / -0.065
E (Ha): -2920.7789

# 9
ORCA calculation (wB97M-V/def2-TZVPD) on 8 unconnected molecules or ions with the total composition C38H59N7O2P at a distorted geometry.

ORCA input file:
```
! wB97M-V def2-TZVPD RIJCOSX def2/J DEFGRID3
* xyz -1 1
C -0.3107 2.0879 0.9558
C -0.5880 3.7040 1.1634
C -2.1940 4.0005 1.3067
C -2.9472 4.2074 -0.1349
C -3.5578 5.7332 -0.3317
C -4.6222 6.1122 0.8704
C -6.2024 5.9870 0.4111
C -7.0879 4.9298 1.2968
P -7.6684 3.3706 0.3450
O -8.0273 2.5147 1.8567
C -9.5078 2.4400 2.0858
C -10.0837 2.6315 0.5274
O -9.3340 3.8538 0.0905
H -1.0212 1.7012 0.1020
H 0.8405 2.0022 0.6535
H -0.5079 1.5847 2.0009
H -0.1565 4.2848 0.2311
H -0.0716 4.1095 2.1330
H -2.3077 4.9568 2.0087
H -2.7430 3.1111 1.8731
H -3.8408 3.4448 -0.3187
H -2.1522 4.0054 -0.9747
H -2.6926 6.5455 -0.4615
H -4.1118 5.7203 -1.3882
H -4.3741 7.2344 1.1772
H -4.5024 5.4747 1.8444
H -6.2010 5.7951 -0.7430
H -6.6780 7.0636 0.6060
H -6.4557 4.5339 2.2256
H -8.0046 5.5023 1.7486
H -7.7307 2.1755 -0.4954
H -6.2425 3.0201 0.4033
H -7.4672 4.0331 -0.9495
H -9.8141 1.4443 2.6425
H -9.6837 3.3915 2.7849
H -11.2421 2.6919 0.3718
H -9.7607 1.5975 0.0499
N 4.5642 0.5035 -1.3507
C 4.2108 1.8254 -1.2716
C 2.9304 1.9537 -1.7618
C 2.4940 0.6629 -2.1445
C 3.5215 -0.2139 -1.8770
H 5.4546 0.1176 -1.0647
H 4.8994 2.5598 -0.8759
H 2.3706 2.8771 -1.8346
H 1.5334 0.4009 -2.5689
H 3.6002 -1.2837 -2.0169
N -0.8358 -1.9859 4.0876
C -1.1892 -0.6640 4.1667
C -2.4696 -0.5356 3.6765
C -2.9060 -1.8265 3.2938
C -1.8785 -2.7032 3.5613
H 0.0546 -2.3718 4.3736
H -0.5006 0.0705 4.5624
H -3.0294 0.3878 3.6037
H -3.8666 -2.0885 2.8694
H -1.7998 -3.7731 3.4214
N 3.3997 1.4036 2.1864
C 4.2290 2.4531 2.4855
C 4.1434 2.6908 3.8392
C 3.2350 1.7477 4.3763
C 2.7933 0.9636 3.3342
H 3.2580 1.0142 1.2635
H 4.8062 2.9406 1.7113
H 4.6785 3.4596 4.3814
H 2.9358 1.6506 5.4119
H 2.1002 0.1333 3.3110
N 3.7651 -2.7062 -4.8163
C 4.3205 -3.8243 -5.3819
C 3.4068 -4.8498 -5.2835
C 2.2575 -4.3303 -4.6412
C 2.5050 -3.0039 -4.3666
H 4.2143 -1.8026 -4.7431
H 5.3164 -3.7951 -5.8034
H 3.5518 -5.8623 -5.6372
H 1.3471 -4.8658 -4.4051
H 1.8945 -2.2488 -3.8897
N 7.7442 -6.6101 -4.1643
C 6.4552 -6.2100 -3.9260
C 5.6841 -7.3380 -3.7553
C 6.5393 -8.4577 -3.8895
C 7.8061 -7.9791 -4.1388
H 8.5274 -5.9919 -4.3319
H 6.1973 -5.1597 -3.8999
H 4.6207 -7.3528 -3.5544
H 6.2612 -9.5009 -3.8120
H 8.7435 -8.4942 -4.3010
N 11.5745 -5.6701 -4.8077
C 11.3235 -6.3353 -5.9795
C 12.3724 -6.0946 -6.8386
C 13.2910 -5.2595 -6.1589
C 12.7747 -5.0155 -4.9060
H 10.9692 -5.6640 -3.9970
H 10.4218 -6.9202 -6.1019
H 12.4663 -6.4798 -7.8457
H 14.2287 -4.8779 -6.5419
H 13.1570 -4.4326 -4.0787
N -8.1659 1.0730 5.5445
C -8.7675 1.9460 6.4132
C -9.3586 1.2096 7.4154
C -9.0993 -0.1553 7.1449
C -8.3586 -0.2104 5.9855
H -7.6584 1.3348 4.7093
H -8.7249 3.0135 6.2433
H -9.9153 1.6120 8.2518
H -9.4181 -1.0063 7.7329
H -7.9543 -1.0509 5.4373
*
```

Orbital gap (Eh): 0.1812
HOMO level (eV): -3.721
E (Ha): -2358.2111

# 10
ORCA calculation (wB97M-V/def2-TZVPD) on 4 unconnected molecules or ions with the total composition C5H18N2O3 at a distorted geometry.

ORCA input file:
```
! wB97M-V def2-TZVPD RIJCOSX def2/J DEFGRID3
* xyz 0 1
C -1.7445 0.6514 2.2193
C -0.6530 1.4129 1.2975
C 0.7500 0.6619 1.6000
C 0.7840 -0.7150 1.0023
N 0.2189 -1.7965 1.8812
C 1.5951 -0.9997 -0.0395
N 1.8546 -2.1548 -0.7536
H -1.2627 0.4518 3.1754
H -2.1281 -0.2672 1.7959
H -2.5555 1.3465 2.4284
H -0.5876 2.4259 1.7260
H -0.9087 1.3877 0.1970
H 1.6898 1.1188 1.3042
H 0.7447 0.5880 2.6891
H -0.6091 -2.0509 1.3443
H 0.0440 -1.4534 2.9087
H 2.0942 -0.1277 -0.5083
H 2.4950 -2.1159 -1.5575
H 1.8306 -3.0085 -0.1303
O -2.3857 -0.7424 -0.9980
H -2.4503 -0.5742 -1.9338
H -2.0391 0.0517 -0.6761
O -1.1487 0.5405 -4.0618
H -0.9209 -0.2682 -3.5713
H -0.9217 1.2846 -3.4459
O 2.1751 1.4380 -2.2515
H 2.0694 0.6956 -2.8651
H 1.9700 2.2192 -2.7766
*
```

Orbital gap (Eh): 0.2754
SMILES: CCC/C(N)=C/N.O.O.O
HOMO level (eV): -7.283
E (Ha): -536.4677